[1]
Molecular formula: C20H29N2O12PS
Method: DFT, ωB97M-V with the def2-TZVPD basis set

Calculated values
* LUMO energy: 0.2 eV
* F_max: 0.04818 Eh/bohr
* gap between HOMO and LUMO: 8.7 eV
* E: -68888.0094 eV

Bonds (Å) are listed after each position.
CARTESIAN COORDINATES (ANGSTROEM)
1 O 1.197 -3.489 2.870  C2 1.217
2 C 1.621 -2.851 1.925  O1 1.217, O3 1.222, N4 1.534
3 O 2.186 -3.171 0.890  C2 1.222
4 N 1.436 -1.337 2.098  C2 1.534, C5 1.375, C8 1.311
5 C 2.480 -0.446 2.177  N4 1.375, C6 1.351, H13 1.068
6 C 1.930 0.775 2.359  C5 1.351, N7 1.357, H14 1.070
7 N 0.581 0.635 2.383  C6 1.357, C8 1.351, H15 1.006
8 C 0.309 -0.675 2.195  N4 1.311, N7 1.351, P9 1.818
9 P -1.406 -1.269 2.103  C8 1.818, O10 1.568, O11 1.622, S12 1.909
10 O -1.892 -1.667 3.540  P9 1.568, H16 0.971
11 O -2.197 0.094 1.721  P9 1.622, H17 0.968
12 S -1.534 -2.600 0.741  P9 1.909
13 H 3.499 -0.755 2.090  C5 1.068
14 H 2.462 1.698 2.471  C6 1.070
15 H -0.089 1.374 2.517  N7 1.006
16 H -2.664 -1.122 3.763  O10 0.971
17 H -1.690 0.484 0.994  O11 0.968
18 O 0.795 4.040 3.170  C19 1.194
19 C -0.044 3.931 4.012  O18 1.194, O20 1.357, C23 1.514
20 O -0.596 2.732 4.325  C19 1.357, C21 1.442
21 C -1.653 2.905 5.291  O20 1.442, C22 1.523, H24 1.092, H25 1.087
22 C -1.349 4.234 5.970  C21 1.523, C23 1.530, H26 1.087, H27 1.090
23 C -0.682 5.025 4.843  C19 1.514, C22 1.530, H28 1.091, H29 1.086
24 H -2.607 2.915 4.760  C21 1.092
25 H -1.645 2.067 5.983  C21 1.087
26 H -2.233 4.712 6.387  C22 1.087
27 H -0.636 4.081 6.780  C22 1.090
28 H -1.410 5.552 4.224  C23 1.091
29 H 0.070 5.718 5.207  C23 1.086
30 O -4.440 -1.789 2.738  C31 1.199
31 C -5.220 -1.655 1.837  O30 1.199, O32 1.347, C35 1.515
32 O -6.315 -2.430 1.718  C31 1.347, C33 1.439
33 C -7.005 -2.132 0.492  O32 1.439, C34 1.522, H36 1.091, H37 1.087
34 C -6.562 -0.724 0.120  C33 1.522, C35 1.528, H38 1.088, H39 1.091
35 C -5.139 -0.688 0.675  C31 1.515, C34 1.528, H40 1.091, H41 1.085
36 H -6.713 -2.871 -0.256  C33 1.091
37 H -8.077 -2.207 0.660  C33 1.087
38 H -6.631 -0.520 -0.946  C34 1.088
39 H -7.179 0.009 0.643  C34 1.091
40 H -4.406 -1.068 -0.038  C35 1.091
41 H -4.847 0.300 1.016  C35 1.085
42 O 0.927 1.029 -0.561  C43 1.202
43 C 1.074 0.218 -1.434  O42 1.202, O44 1.351, C47 1.515
44 O 0.509 0.374 -2.652  C43 1.351, C45 1.441
45 C 0.752 -0.797 -3.456  O44 1.441, C46 1.520, H48 1.092, H49 1.088
46 C 1.977 -1.457 -2.844  C45 1.520, C47 1.528, H50 1.087, H51 1.089
47 C 1.824 -1.097 -1.367  C43 1.515, C46 1.528, H52 1.091, H53 1.085
48 H -0.133 -1.436 -3.408  C45 1.092
49 H 0.909 -0.492 -4.489  C45 1.088
50 H 2.030 -2.525 -3.035  C46 1.087
51 H 2.882 -1.002 -3.243  C46 1.089
52 H 1.215 -1.821 -0.825  C47 1.091
53 H 2.782 -0.978 -0.871  C47 1.085
54 O 4.395 -2.525 -4.843  C55 1.193
55 C 4.697 -1.604 -5.538  O54 1.193, O56 1.358, C59 1.518
56 O 4.743 -0.326 -5.083  C55 1.358, C57 1.438
57 C 5.029 0.577 -6.165  O56 1.438, C58 1.523, H60 1.092, H61 1.087
58 C 5.707 -0.277 -7.229  C57 1.523, C59 1.528, H62 1.088, H63 1.091
59 C 5.038 -1.635 -7.017  C55 1.518, C58 1.528, H64 1.091, H65 1.086
60 H 4.088 1.007 -6.515  C57 1.092
61 H 5.666 1.378 -5.800  C57 1.087
62 H 5.595 0.123 -8.235  C58 1.088
63 H 6.773 -0.357 -7.015  C58 1.091
64 H 4.113 -1.730 -7.586  C59 1.091
65 H 5.701 -2.466 -7.239  C59 1.086



[2]
Molecular formula: C20H29N2O2
Method: DFT, ωB97M-V with the def2-TZVPD basis set

Calculated values
* LUMO energy: -4.1 eV
* total charge: +1
* F_max: 0.06588 Eh/bohr
* SMILES string: COC(=O)[C@@H]1CCC/[N+]1=C1\CCCC[C@H]1CN(C)c1ccccc1
* gap between HOMO and LUMO: 6.4 eV
* E: -28278.4862 eV

Bonds (Å) are listed after each position.
CARTESIAN COORDINATES (ANGSTROEM)
1 C 2.808 0.615 -3.011  O2 1.436, H16 1.091, H17 1.096, H18 1.099
2 O 2.550 -0.129 -1.810  C1 1.436, C3 1.341
3 C 1.661 -1.120 -1.963  O2 1.341, O4 1.216, C5 1.507
4 O 1.152 -1.396 -3.033  C3 1.216
5 C 1.387 -1.865 -0.682  C3 1.507, C6 1.532, N9 1.456, H19 1.092
6 C 2.041 -3.244 -0.825  C5 1.532, C7 1.525, H20 1.092, H21 1.091
7 C 0.956 -4.152 -1.395  C6 1.525, C8 1.518, H22 1.092, H23 1.092
8 C -0.363 -3.484 -1.049  C7 1.518, N9 1.465, H24 1.104, H25 1.102
9 N -0.048 -2.111 -0.649  C5 1.456, C8 1.465, C10 1.337
10 C -1.028 -1.247 -0.364  N9 1.337, C11 1.584, C15 1.484
11 C -0.911 0.311 -0.626  C10 1.584, C12 1.566, H26 1.096, C43 1.456
12 C -2.181 0.890 -1.336  C11 1.566, C13 1.521, H27 1.100, H28 1.096
13 C -3.479 0.097 -1.310  C12 1.521, C14 1.526, H29 1.093, H30 1.099
14 C -3.572 -1.031 -0.287  C13 1.526, C15 1.515, H31 1.094, H32 1.094
15 C -2.349 -1.921 -0.378  C10 1.484, C14 1.515, H33 1.098, H34 1.101
16 H 3.570 1.344 -2.731  C1 1.091
17 H 3.175 -0.058 -3.796  C1 1.096
18 H 1.891 1.120 -3.347  C1 1.099
19 H 1.741 -1.262 0.156  C5 1.092
20 H 2.929 -3.225 -1.458  C6 1.092
21 H 2.352 -3.613 0.154  C6 1.091
22 H 1.041 -4.248 -2.479  C7 1.092
23 H 0.981 -5.166 -0.992  C7 1.092
24 H -1.027 -3.519 -1.932  C8 1.104
25 H -0.868 -4.043 -0.244  C8 1.102
26 H -0.098 0.394 -1.355  C11 1.096
27 H -2.391 1.887 -0.923  C12 1.100
28 H -1.911 1.100 -2.377  C12 1.096
29 H -4.310 0.780 -1.119  C13 1.093
30 H -3.626 -0.316 -2.318  C13 1.099
31 H -3.746 -0.679 0.735  C14 1.094
32 H -4.431 -1.657 -0.542  C14 1.094
33 H -2.433 -2.378 -1.373  C15 1.098
34 H -2.412 -2.757 0.336  C15 1.101
35 C 1.617 1.972 0.155  N36 1.470, H44 1.107, H45 1.102, H46 1.097
36 N 0.626 1.428 1.095  C35 1.470, C37 1.407, C43 1.449
37 C 0.597 2.066 2.348  N36 1.407, C38 1.410, C42 1.418
38 C 1.746 2.719 2.838  C37 1.410, C39 1.399, H47 1.101
39 C 1.717 3.404 4.058  C38 1.399, C40 1.412, H48 1.087
40 C 0.547 3.403 4.847  C39 1.412, C41 1.397, H49 1.084
41 C -0.616 2.829 4.328  C40 1.397, C42 1.395, H50 1.095
42 C -0.595 2.146 3.111  C37 1.418, C41 1.395, H51 1.093
43 C -0.660 1.261 0.448  C11 1.456, N36 1.449, H52 1.089, H53 1.096
44 H 1.804 3.038 0.386  C35 1.107
45 H 2.575 1.433 0.229  C35 1.102
46 H 1.231 1.884 -0.869  C35 1.097
47 H 2.655 2.742 2.217  C38 1.101
48 H 2.606 3.942 4.374  C39 1.087
49 H 0.553 3.848 5.835  C40 1.084
50 H -1.568 2.906 4.863  C41 1.095
51 H -1.549 1.739 2.769  C42 1.093
52 H -1.435 1.049 1.184  C43 1.089
53 H -0.901 2.275 0.110  C43 1.096



[3]
Molecular formula: C20H29N2O5PS
Method: DFT, ωB97M-V with the def2-TZVPD basis set

Calculated values
* LUMO energy: 0.0 eV
* F_max: 0.05225 Eh/bohr
* SMILES string: C[C@@H](C[C@H](C#N)[C@@H](C#N)P(O)(O)=S)OCc1ccccc1.CC(C)=O.CC(C)=O
* gap between HOMO and LUMO: 9.2 eV
* E: -54552.8086 eV

Bonds (Å) are listed after each position.
CARTESIAN COORDINATES (ANGSTROEM)
1 C 2.044 -4.127 -1.310  C2 1.557, H22 1.092, H23 1.095, H24 1.100
2 C 1.386 -2.717 -1.360  C1 1.557, C3 1.535, O14 1.419, H25 1.102
3 C 0.554 -2.573 -0.078  C2 1.535, C4 1.564, H26 1.095, H27 1.099
4 C -0.357 -1.301 -0.058  C3 1.564, C5 1.498, C7 1.536, H28 1.098
5 C -0.920 -1.245 1.328  C4 1.498, N6 1.159
6 N -1.526 -1.275 2.315  C5 1.159
7 C -1.459 -1.376 -1.126  C4 1.536, C8 1.482, P10 1.852, H29 1.103
8 C -2.432 -2.467 -0.884  C7 1.482, N9 1.162
9 N -3.208 -3.325 -0.785  C8 1.162
10 P -2.340 0.226 -1.425  C7 1.852, O11 1.622, O12 1.623, S13 1.923
11 O -1.758 1.001 -2.725  P10 1.622, H30 0.970
12 O -3.864 -0.178 -1.808  P10 1.623, H31 0.967
13 S -2.398 1.416 0.084  P10 1.923
14 O 2.460 -1.793 -1.437  C2 1.419, C15 1.421
15 C 2.178 -0.673 -2.264  O14 1.421, C16 1.546, H32 1.101, H33 1.100
16 C 2.320 0.623 -1.433  C15 1.546, C17 1.389, C21 1.374
17 C 2.044 1.833 -2.056  C16 1.389, C18 1.378, H34 1.088
18 C 2.129 2.983 -1.301  C17 1.378, C19 1.381, H35 1.089
19 C 2.481 2.923 0.033  C18 1.381, C20 1.373, H36 1.088
20 C 2.781 1.724 0.631  C19 1.373, C21 1.393, H37 1.087
21 C 2.697 0.550 -0.114  C16 1.374, C20 1.393, H38 1.084
22 H 2.557 -4.367 -2.244  C1 1.092
23 H 1.305 -4.879 -1.015  C1 1.095
24 H 2.795 -4.068 -0.508  C1 1.100
25 H 0.782 -2.728 -2.282  C2 1.102
26 H 1.208 -2.530 0.798  C3 1.095
27 H -0.118 -3.439 0.001  C3 1.099
28 H 0.282 -0.413 -0.151  C4 1.098
29 H -0.966 -1.642 -2.076  C7 1.103
30 H -2.538 1.253 -3.244  O11 0.970
31 H -4.458 0.239 -1.170  O12 0.967
32 H 1.138 -0.676 -2.626  C15 1.101
33 H 2.846 -0.625 -3.136  C15 1.100
34 H 1.759 1.873 -3.105  C17 1.088
35 H 1.912 3.951 -1.749  C18 1.089
36 H 2.520 3.829 0.634  C19 1.088
37 H 3.068 1.652 1.677  C20 1.087
38 H 2.931 -0.374 0.403  C21 1.084
39 C -1.918 -3.064 4.990  C40 1.506, H43 1.088, H44 1.090, H45 1.092
40 C -1.169 -4.274 5.483  C39 1.506, O41 1.210, C42 1.511
41 O -0.517 -4.248 6.502  C40 1.210
42 C -1.265 -5.529 4.647  C40 1.511, H46 1.091, H47 1.091, H48 1.089
43 H -1.764 -2.239 5.682  C39 1.088
44 H -1.549 -2.771 4.008  C39 1.090
45 H -2.986 -3.284 4.937  C39 1.092
46 H -0.869 -5.341 3.647  C42 1.091
47 H -2.304 -5.853 4.579  C42 1.091
48 H -0.680 -6.320 5.114  C42 1.089
49 C -0.982 5.545 -2.030  C50 1.508, H53 1.089, H54 1.092, H55 1.091
50 C -0.021 6.684 -1.800  C49 1.508, O51 1.209, C52 1.509
51 O 0.878 6.916 -2.575  C50 1.209
52 C -0.228 7.520 -0.562  C50 1.509, H56 1.091, H57 1.091, H58 1.088
53 H -0.717 5.030 -2.952  C49 1.089
54 H -0.923 4.835 -1.203  C49 1.092
55 H -2.000 5.927 -2.121  C49 1.091
56 H -0.139 6.896 0.329  C52 1.091
57 H -1.213 7.989 -0.589  C52 1.091
58 H 0.530 8.299 -0.521  C52 1.088



[4]
Molecular formula: C20H29N3O
Method: DFT, ωB97M-V with the def2-TZVPD basis set

Calculated values
* LUMO energy: 0.2 eV
* F_max: 0.01255 Eh/bohr
* SMILES string: CC(C)CN1CCN(Cc2cccc3ncccc23)C[C@H]1CCO
* gap between HOMO and LUMO: 8.5 eV
* E: -27728.5786 eV

Bonds (Å) are listed after each position.
CARTESIAN COORDINATES (ANGSTROEM)
1 C 5.205 0.173 -1.645  H2 1.086, H3 1.087, H4 1.088, C5 1.525
2 H 4.452 -0.581 -1.856  C1 1.086
3 H 6.184 -0.300 -1.638  C1 1.087
4 H 5.186 0.915 -2.441  C1 1.088
5 C 4.914 0.829 -0.300  C1 1.525, C6 1.526, H10 1.095, C11 1.536
6 C 5.902 1.959 -0.022  C5 1.526, H7 1.088, H8 1.088, H9 1.087
7 H 5.720 2.401 0.956  C6 1.088
8 H 5.807 2.739 -0.775  C6 1.088
9 H 6.922 1.584 -0.043  C6 1.087
10 H 5.013 0.071 0.483  C5 1.095
11 C 3.474 1.363 -0.276  C5 1.536, N12 1.454, H52 1.101, H53 1.093
12 N 2.516 0.271 -0.353  C11 1.454, C13 1.449, C19 1.456
13 C 1.340 0.535 -1.156  N12 1.449, H14 1.091, C15 1.531, H51 1.093
14 H 1.644 1.038 -2.076  C13 1.091
15 C 0.281 1.367 -0.428  C13 1.531, N16 1.451, H49 1.092, H50 1.107
16 N -0.091 0.684 0.797  C15 1.451, C17 1.449, C30 1.455
17 C 1.073 0.551 1.651  N16 1.449, H18 1.093, C19 1.541, H29 1.107
18 H 0.779 0.051 2.577  C17 1.093
19 C 2.159 -0.283 0.944  N12 1.456, C17 1.541, C20 1.533, H28 1.095
20 C 1.703 -1.742 0.820  C19 1.533, H21 1.092, H22 1.092, C23 1.528
21 H 0.751 -1.781 0.286  C20 1.092
22 H 1.544 -2.147 1.821  C20 1.092
23 C 2.734 -2.609 0.097  C20 1.528, O24 1.409, H26 1.092, H27 1.097
24 O 2.351 -3.964 0.037  C23 1.409, H25 0.964
25 H 1.504 -4.022 -0.418  O24 0.964
26 H 3.682 -2.598 0.639  C23 1.092
27 H 2.907 -2.208 -0.910  C23 1.097
28 H 3.061 -0.265 1.565  C19 1.095
29 H 1.486 1.542 1.921  C17 1.107
30 C -1.199 1.341 1.474  N16 1.455, C31 1.505, H47 1.096, H48 1.106
31 C -2.458 1.278 0.652  C30 1.505, C32 1.372, C40 1.419
32 C -3.107 2.427 0.279  C31 1.372, C33 1.403, H46 1.081
33 C -4.283 2.392 -0.485  C32 1.403, C34 1.365, H45 1.080
34 C -4.812 1.200 -0.888  C33 1.365, C35 1.411, H44 1.078
35 C -4.178 -0.008 -0.530  C34 1.411, N36 1.349, C40 1.423
36 N -4.733 -1.164 -0.949  C35 1.349, C37 1.302
37 C -4.161 -2.287 -0.625  N36 1.302, C38 1.406, H43 1.083
38 C -2.990 -2.373 0.148  C37 1.406, C39 1.369, H42 1.080
39 C -2.406 -1.216 0.586  C38 1.369, C40 1.411, H41 1.078
40 C -2.989 0.025 0.252  C31 1.419, C35 1.423, C39 1.411
41 H -1.502 -1.235 1.173  C39 1.078
42 H -2.571 -3.339 0.387  C38 1.080
43 H -4.646 -3.186 -0.986  C37 1.083
44 H -5.712 1.144 -1.480  C34 1.078
45 H -4.762 3.322 -0.754  C33 1.080
46 H -2.708 3.386 0.579  C32 1.081
47 H -1.362 0.822 2.425  C30 1.096
48 H -0.965 2.396 1.704  C30 1.106
49 H -0.607 1.466 -1.058  C15 1.092
50 H 0.674 2.380 -0.220  C15 1.107
51 H 0.894 -0.425 -1.431  C13 1.093
52 H 3.333 1.978 0.626  C11 1.101
53 H 3.334 2.015 -1.141  C11 1.093